(1)
{"formula": "C11H15N4", "method": "the ωB97M-V functional and the def2-TZVPD basis", "homo_energy_ev": [-12.19, -10.01], "de_lowest_kcal_mol": 57.0, "max_force_ev_per_a": 5.44, "e_tot_ha": -646.817437, "charge": 1, "spin_multiplicity": 1, "elements": ["C", "C", "C", "C", "C", "C", "C", "C", "C", "C", "C", "N", "N", "N", "N", "H", "H", "H", "H", "H", "H", "H", "H", "H", "H", "H", "H", "H", "H", "H"], "positions_angstrom": [[-3.946, 0.414, 0.689], [-3.676, -0.862, 0.038], [-3.078, 1.387, 0.580], [-2.458, -1.040, -0.652], [-1.749, 1.118, 0.012], [-1.427, -0.100, -0.579], [3.081, 0.418, 0.029], [-0.806, 2.136, 0.112], [0.316, -1.886, -0.255], [1.339, -1.267, 0.739], [-0.105, -0.597, -1.054], [3.255, 1.368, -0.933], [1.850, -0.141, -0.035], [4.000, 0.105, 0.907], [1.041, 0.270, -1.064], [-4.926, 0.318, 1.139], [-4.340, -1.828, 0.069], [-3.280, 2.437, 0.851], [-2.366, -1.979, -1.114], [0.106, 1.788, -0.489], [-1.081, 3.156, 0.416], [0.793, -2.634, -0.813], [-0.504, -2.458, 0.224], [0.941, -0.951, 1.660], [2.166, -1.981, 0.930], [-0.105, -0.924, -2.147], [3.943, 2.055, -0.645], [4.870, 0.622, 1.028], [3.805, -0.590, 1.592], [2.341, 1.647, -1.236]], "lowdin_charge": [-0.087, -0.029, -0.042, -0.058, -0.259, -0.160, -0.354, 0.097, -0.059, -0.071, -0.255, 0.204, -0.051, 0.245, 0.101, 0.110, 0.145, 0.128, 0.098, 0.054, 0.078, 0.097, 0.132, 0.118, 0.135, 0.186, 0.133, 0.156, 0.119, 0.088]}

=====

(2)
{"formula": "C11H15N4", "method": "the ωB97M-V functional and the def2-TZVPD basis", "homo_energy_ev": -13.42, "de_lowest_kcal_mol": 97.4, "max_force_ev_per_a": 4.87, "e_tot_ha": -646.753145, "charge": 1, "spin_multiplicity": 1, "elements": ["H", "N", "C", "N", "C", "N", "C", "C", "C", "N", "C", "C", "C", "C", "C", "C", "H", "H", "H", "H", "H", "H", "H", "H", "H", "H", "H", "H", "H", "H"], "positions_angstrom": [[-3.449, 0.475, 1.252], [-2.460, 0.597, 1.129], [-1.701, -0.343, 1.417], [-2.113, -1.586, 1.864], [-1.214, -2.476, 2.241], [-0.229, -3.025, 2.473], [-0.197, -0.183, 1.202], [0.233, 1.243, 1.219], [0.303, 2.426, 1.548], [0.465, 3.634, 1.896], [0.392, 0.342, -0.017], [1.778, 0.024, -0.386], [1.823, -1.273, -1.206], [0.946, -1.080, -2.456], [-0.432, -0.471, -2.188], [-0.396, 0.766, -1.212], [-2.977, -1.742, 2.360], [0.195, -0.958, 1.832], [1.377, 3.992, 2.207], [-0.071, 4.456, 1.693], [2.399, 0.010, 0.633], [2.336, 0.666, -1.083], [1.212, -2.088, -0.562], [2.700, -1.688, -1.609], [1.381, -0.461, -3.234], [1.025, -1.974, -3.017], [-0.906, -0.319, -3.243], [-0.991, -1.361, -1.635], [0.016, 1.447, -1.911], [-1.447, 0.948, -1.207]], "lowdin_charge": [0.080, 0.204, -0.344, 0.122, -0.296, 0.194, -0.043, 0.001, 0.059, 0.225, -0.322, -0.128, -0.154, -0.241, -0.168, -0.102, 0.168, 0.125, 0.163, 0.146, 0.177, 0.140, 0.162, 0.099, 0.111, 0.101, 0.152, 0.146, 0.119, 0.104]}

=====

(3)
{"formula": "C11H15NO", "method": "the ωB97M-V functional and the def2-TZVPD basis", "homo_energy_ev": [-12.83, -12.83], "de_lowest_kcal_mol": 68.1, "max_force_ev_per_a": 6.42, "e_tot_ha": -557.774300, "charge": 1, "spin_multiplicity": 2, "elements": ["C", "C", "C", "C", "C", "C", "C", "C", "C", "N", "H", "H", "H", "H", "H", "H", "H", "H", "H", "C", "C", "O", "H", "H", "H", "H", "H", "H"], "positions_angstrom": [[0.583, -0.810, 2.154], [-0.506, -0.178, 1.364], [-1.345, 0.833, 1.860], [-0.944, -0.667, 0.002], [-2.138, 0.215, -0.149], [-0.505, -1.649, -0.887], [-2.957, -0.274, -1.183], [-1.391, -1.860, -2.026], [-2.535, -1.146, -2.135], [-2.343, 1.051, 0.871], [1.022, -0.070, 2.803], [1.271, -1.474, 1.575], [-1.207, 1.550, 2.639], [-3.127, 1.774, 1.072], [0.300, -2.293, -0.798], [-4.060, 0.112, -1.094], [-1.208, -2.620, -2.787], [-3.191, -1.546, -2.843], [-0.084, -1.610, 2.854], [2.781, 0.539, -0.311], [2.926, 2.002, 0.104], [2.496, 0.691, -1.697], [3.648, -0.121, -0.254], [1.905, 0.098, 0.255], [2.145, 2.549, -0.416], [1.644, 0.384, -2.041], [3.946, 2.398, -0.080], [2.875, 2.123, 1.146]], "lowdin_charge": [-0.032, -0.169, 0.061, -0.061, -0.212, 0.069, 0.026, -0.011, -0.078, 0.140, 0.084, 0.094, 0.139, 0.236, 0.104, 0.168, 0.129, 0.111, 0.186, -0.287, -0.077, -0.102, 0.117, 0.073, 0.081, 0.078, 0.093, 0.041]}